Record 1
Below is a structure of composition C42H75Br2F2N7NiO21S2, with properties calculated with wB97M-V/def2-TZVPD.

frontier orbital gap (spin up / spin down)	0.13520 / 0.13464	Ha

```
! wB97M-V def2-TZVPD RIJCOSX def2/J DEFGRID3
* xyz -1 4
C -2.01534 6.56886 -2.54256
C -2.89484 6.46301 -1.37523
C -4.19280 5.69520 -1.67002
C -4.05733 4.09164 -1.77232
C -3.51473 3.70440 -0.40174
C -2.13017 4.25603 -0.01470
N -2.14491 5.78245 -0.15975
O -1.24319 6.55373 0.53488
C -1.14280 3.58899 -1.07699
C -1.77533 3.73800 1.42885
C -3.30493 7.91284 -0.91906
H -1.79033 5.63434 -3.05651
H -1.13605 7.11330 -2.19826
H -2.42184 7.17350 -3.35329
H -4.58047 6.12584 -2.59325
H -4.93356 6.11009 -0.98648
H -3.49182 3.67190 -2.60426
H -5.05570 3.66285 -1.85884
H -3.47500 2.61537 -0.42487
H -4.28865 3.87678 0.34621
H -0.96485 2.53404 -0.86841
H -0.21348 4.13025 -0.89952
H -1.43284 3.63136 -2.12684
H -1.78811 2.66915 1.64213
H -2.41019 4.19985 2.18498
H -0.77555 4.02791 1.75207
H -3.96147 7.94056 -0.04941
H -3.69457 8.49726 -1.75255
H -2.42922 8.50112 -0.64488
Ni -3.77001 -1.31901 -1.01186
C 0.95271 -2.46987 -1.40503
C 2.28971 -2.03387 -2.25433
N 2.05721 -1.53185 -3.71872
C 1.32226 -2.55505 -4.58142
C 1.15463 -0.20887 -3.66776
C 1.82815 0.92358 -2.90796
C 3.46069 -1.26059 -4.35456
C 3.50098 -0.60697 -5.81694
O 3.16566 0.78264 -5.76240
C 3.30668 1.50386 -7.02567
H 0.07055 -1.95893 -1.79082
H 1.04276 -2.19864 -0.35317
H 0.81561 -3.55105 -1.38634
H 3.03838 -2.82210 -2.33360
H 2.85202 -1.21789 -1.80039
H 1.94662 -3.43960 -4.70727
H 1.26782 -2.23067 -5.62061
H 0.33386 -2.87104 -4.24780
H 0.21414 -0.31952 -3.12800
H 0.98508 0.04298 -4.71462
H 2.88968 1.01977 -3.13599
H 1.75343 0.93897 -1.82064
H 1.33408 1.84523 -3.21550
H 3.79015 -2.29873 -4.39726
H 4.05707 -0.64561 -3.68059
H 2.86034 -1.13013 -6.52685
H 4.50282 -0.73129 -6.22800
H 2.91617 2.51786 -6.93964
H 2.74630 0.94665 -7.77641
H 4.34548 1.69866 -7.29221
C 2.60076 -4.03810 1.31590
C 4.14131 -3.79571 1.29055
N 4.54122 -2.40111 1.91496
C 4.04324 -1.38250 0.86448
C 4.03420 -2.18185 3.39490
C 4.38338 -3.30762 4.36151
C 6.11502 -2.35087 1.93789
C 6.83964 -1.13703 2.56947
O 6.59268 0.07029 1.84033
C 6.26469 1.20981 2.68114
H 2.34654 -4.55799 2.23959
H 2.29847 -4.77368 0.57050
H 1.94646 -3.16812 1.25989
H 4.55313 -3.66791 0.28946
H 4.79235 -4.54147 1.74670
H 4.67847 -1.56852 -0.00153
H 4.27598 -0.39385 1.26009
H 3.04866 -1.53147 0.44410
H 2.97042 -2.13835 3.16126
H 4.48343 -1.20221 3.55800
H 4.20954 -3.13606 5.42381
H 5.39334 -3.68823 4.20917
H 3.75813 -4.16800 4.12296
H 6.41912 -2.31009 0.89196
H 6.44407 -3.32345 2.30385
H 7.88793 -1.24134 2.28962
H 6.73484 -1.16978 3.65393
H 7.13379 1.44964 3.29372
H 5.46583 1.07502 3.41035
H 6.07172 2.04929 2.01323
C -6.92804 1.39663 -1.73851
C -8.17559 1.32225 -1.17958
C -8.70028 0.09119 -0.30580
O -9.97514 0.03629 0.08905
C -7.96194 -1.03863 -0.04724
C -6.53872 -0.98511 -0.47954
C -6.02041 0.35537 -1.33781
O -4.82969 0.29303 -1.68092
O -5.71035 -1.89768 -0.34414
O -8.92255 2.41843 -1.32211
H -6.68017 2.27774 -2.31176
H -8.45118 -1.85507 0.46311
C -0.22130 -0.02694 0.79974
C -1.41037 -0.54920 0.47747
C -1.99078 -1.66367 1.36910
O -3.17157 -2.14192 1.01856
C -1.45110 -2.11737 2.53156
C -0.11876 -1.56953 2.95120
C 0.56345 -0.51127 1.94235
O 1.73345 -0.06112 2.14951
O 0.47525 -1.93010 3.96867
O -1.92733 -0.12388 -0.62535
H 0.23546 0.75739 0.21442
H -1.84891 -2.96253 3.07362
N -3.35447 -2.28647 -2.62406
S -3.00806 -3.76138 -2.86682
O -1.62628 -4.02372 -3.29447
O -4.09923 -4.70122 -3.09714
F -2.84483 -4.07590 -1.24402
S -3.23899 -1.92469 -4.26810
O -4.26505 -2.39017 -5.22779
O -1.93423 -1.69541 -4.77901
F -3.72943 -0.41491 -4.24672
C 2.23779 2.81360 1.16062
N 2.70532 4.22291 1.33978
O 3.84486 4.48219 1.04900
O 1.90773 5.06980 1.72367
H 2.30120 2.66843 0.08220
H 1.21043 2.64604 1.48397
H 2.93689 2.14839 1.66743
C -1.66271 -3.41653 6.12089
N -2.12025 -4.79554 6.14267
O -2.59483 -5.27836 5.13453
O -2.15375 -5.40252 7.22184
H -0.76597 -3.30026 5.51224
H -1.47717 -3.13975 7.15871
H -2.43729 -2.81073 5.65066
C -2.36469 -5.95355 1.76663
N -1.01964 -5.75482 1.22679
O -0.08479 -5.97112 1.97674
O -0.92185 -5.67333 -0.00631
H -3.11535 -5.62104 1.04966
H -2.37564 -5.30123 2.63981
H -2.41564 -6.98434 2.11730
Br -0.76030 0.86169 6.43959
C 0.44622 1.39113 4.95239
C 0.91195 2.84006 5.01368
Br -0.69991 3.88623 4.81385
H 0.00464 1.13149 3.99025
H 1.36211 0.80032 4.93884
H 1.68885 3.20416 4.34139
H 1.29962 3.02804 6.01491
*
```

Record 2
Below is a cluster of 11 separate species, C42H77ClF18N14P3 in total, with properties calculated with wB97M-V/def2-TZVPD.

frontier orbital gap	0.12625	Ha

```
! wB97M-V def2-TZVPD RIJCOSX def2/J DEFGRID3
* xyz 3 1
C -11.76081 3.23694 -2.91291
C -10.55894 2.75027 -3.75951
N -9.82259 3.84323 -4.32637
C -10.12114 4.54626 -5.51855
C -9.03224 5.45922 -5.74612
N -8.05577 5.21623 -4.74653
C -8.51364 4.20264 -3.96595
C -6.80255 5.88825 -4.51693
H -12.35224 3.95375 -3.48255
H -11.42793 3.91205 -2.12455
H -12.30444 2.40298 -2.46899
H -10.82051 2.00168 -4.50737
H -9.90698 2.21785 -3.06699
H -10.99691 4.26195 -6.08300
H -8.91011 6.20786 -6.51490
H -8.02634 3.70304 -3.14173
H -6.03586 5.60731 -5.23898
H -6.42570 5.72035 -3.50802
H -7.02476 6.94829 -4.63954
C 3.28401 -1.72191 0.15588
C 2.46724 -1.53639 -1.17193
N 1.84587 -0.26036 -1.13100
C 2.40150 0.95793 -1.36193
C 1.38132 1.91971 -1.28792
N 0.18112 1.24449 -1.01582
C 0.51306 -0.03901 -0.90000
C -1.21260 1.84618 -0.87126
H 2.68828 -1.44114 1.02442
H 4.24129 -1.20110 0.17761
H 3.53195 -2.77744 0.26755
H 1.67208 -2.28190 -1.17801
H 2.91364 -1.63583 -2.16134
H 3.43256 1.05250 -1.66915
H 1.29246 2.99556 -1.32033
H -0.17154 -0.86987 -0.81398
H -1.78173 1.81715 -1.80042
H -1.11740 2.90799 -0.64409
H -1.84763 1.34154 -0.14312
C -4.35589 9.55414 1.20511
C -3.70390 9.67688 2.53607
N -2.96241 8.43885 2.87800
C -1.74854 7.90219 2.44865
C -1.51880 6.71768 3.23784
N -2.66293 6.44764 3.92984
C -3.53240 7.46433 3.66083
C -2.95436 5.40332 4.88720
H -4.96302 10.44543 1.04667
H -5.03703 8.74713 0.93515
H -3.59166 9.38759 0.44595
H -4.51195 9.84193 3.24875
H -3.06227 10.50815 2.82829
H -1.09788 8.31229 1.69046
H -0.73889 5.98970 3.40573
H -4.50596 7.59406 4.11001
H -2.00865 4.89275 5.06898
H -3.58189 4.68133 4.36468
H -3.40951 5.89101 5.74924
C -13.10398 -3.81977 3.04715
C -11.85594 -4.27494 2.20425
N -10.70147 -3.42467 2.49862
C -9.57390 -3.21534 1.69222
C -8.66130 -2.52510 2.44986
N -9.18798 -2.28312 3.63607
C -10.41422 -2.87640 3.73616
C -8.56471 -1.57500 4.68907
H -13.94816 -4.12947 2.43108
H -13.18303 -2.73674 2.95287
H -13.11014 -4.19231 4.07149
H -11.97484 -4.18918 1.12416
H -11.55794 -5.25872 2.56684
H -9.62160 -3.52127 0.65756
H -7.71309 -2.08114 2.18494
H -11.09099 -2.83928 4.57699
H -7.56059 -1.96189 4.86273
H -9.18648 -1.57465 5.58434
H -8.52844 -0.56195 4.28842
C 0.51982 -2.45301 -6.93711
C -0.61269 -1.69234 -7.69611
N -0.26115 -0.25680 -7.72293
C -1.17814 0.72358 -7.48581
C -0.60220 1.93558 -7.25519
N 0.75389 1.71630 -7.47499
C 0.89912 0.38885 -7.84952
C 1.84796 2.71272 -7.40921
H 1.37073 -2.35830 -7.61169
H 0.19739 -3.48484 -6.79756
H 0.82838 -1.99837 -5.99573
H -1.54046 -1.73305 -7.12540
H -0.77467 -2.21058 -8.64124
H -2.22706 0.47228 -7.43076
H -0.93536 2.93799 -7.03030
H 1.86443 -0.07108 -8.00126
H 2.05292 3.14842 -8.38709
H 2.79085 2.28743 -7.06544
H 1.68711 3.50339 -6.67635
C 7.51774 -4.44446 5.25348
C 7.62738 -3.37579 6.26228
N 8.02835 -2.09499 5.60776
C 7.21356 -1.22693 4.92861
C 7.96311 -0.16461 4.45040
N 9.26556 -0.51762 4.64715
C 9.28160 -1.68496 5.34463
C 10.51166 0.20843 4.30303
H 6.54138 -4.59402 4.79255
H 7.67469 -5.39010 5.77235
H 8.22408 -4.25696 4.44476
H 8.36992 -3.58437 7.03250
H 6.64774 -3.18330 6.69971
H 6.14742 -1.39326 4.88292
H 7.75108 0.77837 3.96849
H 10.14140 -2.28229 5.60985
H 11.42743 -0.14465 4.77716
H 10.38965 1.20312 4.73174
H 10.51518 0.22548 3.21317
C 9.79504 -8.90024 1.00029
C 10.78559 -8.26442 -0.06700
N 10.28731 -7.05191 -0.72440
C 9.22081 -6.95549 -1.59011
C 8.97869 -5.62608 -1.86117
N 9.84857 -4.84450 -1.07481
C 10.62788 -5.73690 -0.33246
C 10.07449 -3.41665 -1.16640
H 8.73695 -8.88724 0.73882
H 9.93778 -8.37358 1.94388
H 10.15682 -9.90620 1.21307
H 11.13341 -8.97173 -0.81988
H 11.64677 -8.08707 0.57720
H 8.74153 -7.83737 -1.98884
H 8.29940 -5.12255 -2.53304
H 11.42463 -5.51020 0.36050
H 10.30650 -3.20445 -2.21007
H 10.92497 -3.09503 -0.56527
H 9.12576 -2.94075 -0.91831
Cl 0.15840 8.24875 -3.68969
P 6.44053 6.48618 1.93212
F 7.76844 5.97406 2.75527
F 5.51189 5.63249 2.94405
F 6.37897 7.79038 2.92290
F 5.07156 6.91955 1.20051
F 7.31893 7.39325 0.92441
F 6.56787 5.21574 0.82511
P -0.90907 -1.83058 4.82237
F -2.16649 -0.97937 4.06239
F -1.92296 -3.07946 5.10198
F -0.50833 -2.49877 3.43185
F 0.30849 -2.52723 5.66608
F 0.07343 -0.57125 4.46295
F -1.24615 -1.05699 6.20679
P 2.28467 -8.73526 -1.53021
F 3.40897 -7.80269 -2.14601
F 2.62701 -9.93457 -2.61240
F 3.35533 -9.36571 -0.58054
F 1.15466 -9.70841 -0.91880
F 1.91350 -7.67782 -0.32447
F 1.10852 -8.05907 -2.38548
*
```

Record 3
Below is a cluster of 12 separate species, C42H78F13O13PS13 in total, with properties calculated with wB97M-V/def2-TZVPD.

frontier orbital gap	0.28189	Ha

```
! wB97M-V def2-TZVPD RIJCOSX def2/J DEFGRID3
* xyz 0 1
O 1.18040 2.50255 -1.86640
C 0.24257 1.81122 -2.17217
C -0.16196 0.63745 -1.36986
C 0.75205 -0.09568 -0.62566
C 0.33445 -1.19967 0.11659
C -1.00725 -1.59824 0.13026
C -1.45065 -2.80442 0.91366
C -2.27059 -3.79943 0.05247
C -1.68394 -5.19210 -0.10738
F -2.67168 -6.10824 0.14377
F -0.69141 -5.48493 0.75049
C -1.24680 -5.55323 -1.55459
F -0.93191 -6.85693 -1.61021
F -2.33617 -5.38050 -2.32985
C -0.10358 -4.65736 -2.12647
F 0.46304 -4.00260 -1.09300
F -0.62289 -3.72802 -2.93249
C 1.07328 -5.39723 -2.82792
F 2.09030 -4.52861 -2.86893
F 1.48263 -6.44029 -2.12111
S 0.77064 -5.92442 -4.62436
F 0.79109 -7.46003 -4.22581
F 2.33984 -6.00028 -4.85773
F 0.77647 -4.41609 -5.06321
F -0.78573 -5.89751 -4.40296
F 0.53295 -6.33947 -6.12181
C -1.91698 -0.83416 -0.59749
C -1.51609 0.26672 -1.33690
C -2.47771 1.10213 -2.08209
O -3.59569 1.27413 -1.67791
C -1.95439 1.72091 -3.32692
C -2.78725 1.93850 -4.42113
C -2.25967 2.49032 -5.58574
P -3.36373 2.71658 -6.99805
S -4.47089 1.12627 -7.31344
C -0.90587 2.82774 -5.63450
C -0.07734 2.62211 -4.53276
C -0.59557 2.06297 -3.37360
H 1.79699 0.17017 -0.58466
H 1.05815 -1.74761 0.69893
H -0.55993 -3.24145 1.34750
H -2.08215 -2.46712 1.72758
H -3.28374 -3.86944 0.42529
H -2.36541 -3.36923 -0.94161
H -2.96425 -1.10738 -0.58271
H -3.82210 1.64160 -4.33191
H -2.59404 2.95352 -8.14626
H -4.12479 3.86972 -6.74638
H -0.52066 3.25016 -6.55154
H 0.96766 2.88135 -4.60110
C 2.34205 3.46974 0.92635
S 3.53473 2.12749 0.97909
O 2.82405 0.92865 1.53231
C 4.53479 2.81834 2.29271
H 1.59142 3.21435 0.18587
H 1.87580 3.59050 1.90569
H 2.84989 4.38820 0.63261
H 3.92407 2.97191 3.17899
H 4.97036 3.75890 1.95780
H 5.33215 2.11439 2.51940
C 1.59742 -9.56820 -0.61732
S 1.41571 -11.21758 -1.30395
O 2.33557 -12.10817 -0.55194
C 2.20727 -10.84462 -2.87473
H 1.19953 -9.57806 0.39514
H 2.65230 -9.29351 -0.59520
H 1.03140 -8.86085 -1.22385
H 3.22029 -10.48351 -2.69647
H 1.62171 -10.09412 -3.40665
H 2.24091 -11.76278 -3.45725
C -5.80415 0.59393 3.09125
S -5.76676 -0.81980 1.98163
O -4.55756 -1.62113 2.34226
C -5.35338 0.10497 0.50508
H -6.01278 0.22523 4.09360
H -4.83626 1.09683 3.07574
H -6.59577 1.27494 2.77914
H -4.41942 0.64155 0.66183
H -6.15834 0.79892 0.26632
H -5.23494 -0.60251 -0.31181
C 4.18033 2.65237 7.73298
S 5.47034 2.64024 6.48242
O 4.91258 3.30561 5.27205
C 5.43489 0.87389 6.18089
H 4.01590 3.68471 8.03487
H 3.26237 2.23967 7.31383
H 4.50588 2.06670 8.59247
H 4.43250 0.58087 5.86567
H 5.72681 0.34810 7.08868
H 6.15184 0.65420 5.39393
C -1.02182 -0.57235 5.33966
S -0.68170 -0.41732 3.58150
O -0.22528 -1.75699 3.11700
C 0.78198 0.60790 3.73096
H -1.88847 -1.22007 5.45761
H -0.15938 -1.01371 5.84011
H -1.24187 0.41263 5.75179
H 1.53418 0.09402 4.33077
H 0.51274 1.56121 4.19049
H 1.17690 0.78028 2.72970
C 11.11638 0.62243 6.15342
S 9.76409 1.46420 6.98419
O 8.59672 0.54309 6.95743
C 9.48924 2.69606 5.70545
H 11.41397 -0.22139 6.77211
H 10.78197 0.26544 5.17930
H 11.95581 1.30878 6.04245
H 9.26413 2.19972 4.76105
H 10.37793 3.31981 5.60769
H 8.64270 3.30903 6.00936
C -3.58677 1.52856 -12.13415
S -4.23265 3.12087 -11.61241
O -3.39567 3.56537 -10.46642
C -5.75872 2.48441 -10.91307
H -2.59996 1.69282 -12.56188
H -3.51075 0.86668 -11.27097
H -4.24601 1.10047 -12.88922
H -5.52673 1.75858 -10.13221
H -6.35468 2.02667 -11.70297
H -6.30324 3.32276 -10.48384
C 6.14082 7.10876 -0.18279
S 7.33239 5.77136 -0.12430
O 6.63402 4.57913 0.42744
C 8.32881 6.46782 1.19741
H 5.38851 6.85671 -0.92834
H 5.66585 7.21991 0.79247
H 6.64565 8.03346 -0.46877
H 7.70792 6.62134 2.08009
H 8.75628 7.41403 0.86245
H 9.12467 5.76091 1.42427
C -8.99446 -3.29456 2.41967
S -8.63282 -2.74956 0.75024
O -8.72352 -1.26301 0.74238
C -10.15818 -3.35997 0.02006
H -8.17864 -2.97894 3.06514
H -9.92276 -2.84539 2.76584
H -9.07010 -4.38202 2.43775
H -11.01083 -2.90317 0.52304
H -10.19442 -4.44541 0.11412
H -10.16031 -3.08421 -1.03239
C -12.47779 -3.91671 6.08650
S -11.60305 -2.57817 5.26664
O -10.16091 -2.93430 5.26621
C -11.84652 -1.36513 6.56868
H -12.40980 -4.79732 5.45143
H -12.01243 -4.12093 7.05073
H -13.52396 -3.63988 6.21707
H -11.42322 -1.74067 7.50022
H -12.91212 -1.16706 6.68449
H -11.33498 -0.45194 6.27275
C 9.74273 8.56281 -2.49542
S 9.13074 10.13941 -1.88639
O 8.07418 9.84157 -0.87968
C 8.29614 10.61580 -3.40323
H 10.26928 8.06660 -1.68258
H 8.90887 7.94122 -2.82315
H 10.43333 8.73793 -3.32010
H 7.55438 9.86132 -3.66547
H 9.03125 10.72317 -4.20055
H 7.80480 11.57032 -3.22811
*
```